Formula: C40H68N2O14SSi
Source: OMol25
Level of theory: ωB97M-V/def2-TZVPD

The geometry in XYZ format:
```
126
Properties=species:S:1:pos:R:3:forces:R:3
C 1.29521 1.48624 2.54074 0.1 -1.7 -0.2
C 2.69642 0.75205 1.99751 -1.3 0.4 0.9
O 3.64477 1.81833 1.63857 -0.2 -2.3 -1.7
C 4.35316 1.53882 0.37940 1.2 1.1 -1.0
C 3.92399 2.70193 -0.70073 -1.5 0.0 0.3
C 2.66443 2.25027 -1.69443 0.3 1.2 -0.4
C 3.14719 1.51468 -3.07743 0.5 0.7 0.3
C 3.35338 -0.10740 -2.97008 1.3 0.5 -0.8
Si 1.75056 -1.15536 -3.14974 -0.1 0.8 0.8
C 0.15439 -0.35334 -2.43615 -2.3 -0.6 0.3
C -0.20523 -0.96634 -0.92515 0.5 0.7 -0.1
C -1.40547 -0.15100 -0.15870 0.7 -0.2 0.9
C -2.86332 -0.90540 -0.15630 -0.4 0.4 0.0
C -4.01536 -0.18910 -1.08012 0.0 -0.3 0.2
C -4.74706 1.10395 -0.32755 0.3 0.4 -0.7
C -4.24179 2.51143 -1.01267 -0.4 0.2 -1.6
S -3.44522 3.70801 0.24213 0.9 1.0 -1.4
C -2.08909 4.53784 -0.75404 2.6 -2.8 -1.6
N -1.08217 3.53132 -1.31319 -2.7 8.3 0.7
N -0.23484 4.38349 -2.03082 -1.8 4.8 0.7
C -0.61556 5.84434 -1.93588 -0.3 -6.3 0.9
O -1.83864 5.95101 -1.09701 2.5 -4.6 -1.3
H 0.48808 1.40598 1.68519 1.7 0.6 1.6
H 1.48922 2.58161 2.90446 -0.4 -2.3 -0.9
H 0.90957 0.80218 3.43415 0.6 1.7 -2.2
H 3.18869 0.07911 2.84078 -1.1 1.3 -1.7
H 2.35880 0.07105 1.10093 1.1 1.3 1.5
H 5.52805 1.63997 0.53724 -2.4 -0.3 0.0
H 4.16228 0.46905 -0.05809 0.1 2.0 1.0
H 3.48427 3.60171 -0.05254 1.2 -1.9 -1.3
H 4.80681 3.11661 -1.34923 -1.6 -1.0 1.2
H 1.84871 1.62917 -1.12428 1.6 1.1 -1.0
H 2.16324 3.28159 -2.02721 0.9 -2.4 0.8
H 4.18766 2.01990 -3.37314 -2.2 -1.1 0.6
H 2.38398 1.83649 -3.93193 1.5 -1.0 1.7
H 3.91355 -0.47623 -2.00633 -1.0 1.1 -1.7
H 4.05833 -0.41345 -3.88378 -1.4 0.5 1.9
H 1.50259 -1.43987 -4.57289 0.1 -0.1 -0.2
H 1.97653 -2.39880 -2.38085 0.1 0.1 -0.3
H 0.11551 0.81736 -2.47683 0.1 -2.2 0.3
H -0.74461 -0.72813 -3.12677 1.9 0.9 1.3
H -0.44642 -2.12287 -0.98376 0.5 2.5 0.0
H 0.78470 -0.84941 -0.29810 -1.9 -0.3 -1.0
H -1.42330 0.94676 -0.56687 -0.2 -2.1 0.7
H -1.06946 -0.06958 0.98404 -0.8 -0.1 -2.4
H -3.27035 -0.88100 0.96532 0.9 -0.5 -2.5
H -2.71834 -2.01131 -0.55647 -0.3 2.2 1.1
H -3.51635 0.10913 -2.09881 -1.1 -0.4 1.9
H -4.85993 -0.97181 -1.33139 1.7 1.5 0.6
H -4.49035 1.14447 0.81894 -0.6 -0.3 -2.2
H -5.91601 1.03469 -0.50267 2.5 0.2 0.6
H -3.43193 2.29739 -1.84280 -1.7 0.4 1.8
H -5.12944 3.13668 -1.50427 2.0 -1.6 1.1
H 0.00886 6.67447 -2.47802 -1.9 -1.5 1.6
O 0.81247 -0.23614 5.78152 0.9 1.7 -0.1
C 1.50186 0.73482 6.04638 -0.9 -1.7 -0.4
C 2.17529 0.98994 7.36075 0.0 0.3 0.4
C 2.53011 2.45164 7.25614 0.1 0.6 0.7
C 2.71430 2.64115 5.77322 0.5 0.5 -0.1
O 1.80359 1.72933 5.16088 -0.3 -0.6 0.9
H 3.06562 0.35933 7.43454 -0.2 -0.1 0.0
H 1.49599 0.80073 8.19512 0.2 -0.3 -0.2
H 3.41219 2.73057 7.83862 -0.1 0.1 -0.1
H 1.68724 3.06003 7.60605 0.2 0.0 0.0
H 3.72949 2.39393 5.44545 -0.1 0.0 0.0
H 2.47965 3.66271 5.46020 0.0 -0.2 -0.2
O 1.43000 5.50517 8.50979 1.3 0.9 -1.3
C 1.94398 6.26288 7.70364 -0.9 -1.1 1.6
C 1.22234 7.31556 6.91798 -0.2 0.1 -0.5
C 2.22487 7.65106 5.84291 -0.2 0.4 -0.8
C 3.54092 7.37069 6.51990 0.6 0.4 -0.4
O 3.27944 6.29619 7.42149 -0.6 -0.5 0.4
H 1.02096 8.17154 7.56803 -0.1 -0.2 0.0
H 0.29482 6.92437 6.49361 0.0 0.1 0.4
H 2.14160 8.67583 5.47136 0.1 -0.2 0.0
H 2.09279 6.97099 4.99257 0.1 0.1 0.1
H 3.90365 8.22897 7.09518 0.0 -0.1 0.0
H 4.31244 7.07206 5.80422 0.0 -0.1 0.3
O -6.63239 3.16436 -5.04540 1.9 0.3 0.6
C -5.42236 3.31620 -5.01466 -2.2 -0.1 -0.1
C -4.48115 3.02592 -6.14427 0.4 -0.3 -0.1
C -3.14468 3.00961 -5.44644 0.8 -0.5 -0.3
C -3.36066 3.95965 -4.29766 0.7 0.3 0.3
O -4.73663 3.82008 -3.94692 -0.8 -0.3 -0.4
H -4.54626 3.83235 -6.87997 -0.2 -0.1 0.0
H -4.70459 2.06126 -6.60569 -0.3 0.3 -0.1
H -2.31049 3.29717 -6.09187 -0.1 0.0 0.2
H -2.94348 2.00227 -5.06199 0.0 0.2 0.0
H -3.17598 5.00158 -4.57953 0.0 0.0 0.0
H -2.73351 3.70871 -3.43723 -0.2 0.1 0.0
O -3.16122 -0.29877 -4.44167 0.8 -1.1 -1.3
C -2.94275 -1.16236 -5.27513 -0.3 1.5 1.1
C -3.94735 -2.14940 -5.78766 -0.1 -0.5 0.1
C -3.06916 -3.17672 -6.45609 -0.3 -0.9 -0.2
C -1.87984 -2.36119 -6.89123 0.5 -0.4 -0.6
O -1.74519 -1.33670 -5.90732 -0.6 0.5 0.7
H -4.60631 -1.64986 -6.50323 0.0 0.0 0.2
H -4.52405 -2.58619 -4.96909 -0.1 0.4 -0.1
H -3.55826 -3.69944 -7.28235 0.1 0.1 0.1
H -2.75543 -3.92657 -5.71967 0.0 0.1 -0.2
H -2.03380 -1.88979 -7.86757 0.0 0.0 0.1
H -0.96536 -2.96040 -6.92717 0.0 0.3 0.1
O 0.56589 -4.15009 -1.92596 -0.9 -1.6 1.2
C 0.23860 -4.80578 -0.95070 0.3 1.1 -1.6
C 0.74084 -4.59621 0.44573 0.4 -0.2 0.3
C 0.33535 -5.88033 1.12397 0.3 -0.2 0.8
C -0.89477 -6.28555 0.35486 -0.5 -0.7 0.5
O -0.67896 -5.81656 -0.97527 0.6 0.7 -0.6
H 0.23602 -3.72920 0.88078 0.1 0.1 -0.1
H 1.82474 -4.46057 0.45871 -0.2 0.4 -0.1
H 0.15566 -5.77077 2.19675 0.0 -0.1 -0.2
H 1.12244 -6.63196 0.98771 -0.1 0.0 0.0
H -1.80347 -5.81713 0.74729 0.1 0.0 0.0
H -1.03106 -7.37089 0.34561 -0.1 0.3 -0.2
O -0.48011 -8.79967 2.98028 0.9 -0.7 -1.7
C 0.24961 -9.40765 2.21474 -1.5 0.9 1.5
C 1.46656 -10.18812 2.60983 0.5 0.0 0.0
C 2.16650 -10.37397 1.28735 0.9 -0.2 -0.1
C 1.02334 -10.37646 0.30648 0.2 -0.4 -0.7
O 0.04253 -9.50605 0.86878 -0.2 0.4 0.7
H 1.15414 -11.14255 3.04256 0.0 0.2 0.1
H 2.08359 -9.62628 3.31483 -0.4 -0.2 0.1
H 2.77724 -11.27939 1.23894 -0.1 0.1 -0.1
H 2.81968 -9.51440 1.09365 -0.1 -0.2 0.0
H 0.58047 -11.37079 0.18676 0.0 0.1 0.0
H 1.32772 -10.00338 -0.67576 -0.3 0.0 0.1
```
Forces are in eV/Å.

- SMILES string: CCOCCCCC[SiH2]CCCCCCCSc1nnco1.O=C1CCCO1.O=C1CCCO1.O=C1CCCO1.O=C1CCCO1.O=C1CCCO1.O=C1CCCO1
- Total energy: -3415.145642 Eh
- Maximum force: 8.746 eV Å⁻¹
- LUMO level: -0.00351 Eh
- Multiplicity: 1

These are the Löwdin partial charges, in e, on atoms 1 to 5: C -0.071; C -0.218; O -0.230; C -0.212; C -0.161